Entry i
A structure of composition C7H10N2O. Source: the OMol25 dataset; level of theory: ωB97M-V/def2-TZVPD.

```
20
Properties=species:S:1:pos:R:3
O 3.018 1.808 -0.527
N -1.760 0.524 -0.933
N 2.758 -0.719 -1.167
C -0.483 1.137 -0.423
C -1.076 1.105 1.013
C -1.687 -0.187 0.394
C 0.398 -0.124 -0.390
C -0.430 -1.032 0.171
C 1.808 -0.209 -0.614
C -0.284 -2.483 0.422
H 2.343 2.454 -0.298
H -2.489 1.239 -0.861
H -2.585 -0.686 0.775
H 0.742 -2.827 0.247
H -0.587 -2.715 1.455
H -0.108 2.007 -0.972
H -0.962 -3.044 -0.240
H 3.616 0.864 -1.117
H -0.401 1.008 1.873
H -1.832 1.880 1.195
```

Computed properties:
HOMO energy (Ha): -0.340
Orbital gap (Ha): 0.3487

Here are the Löwdin charges for atoms 1 to 8, given in e: O -0.29; N 0.04; N 0.12; C -0.23; C -0.05; C -0.23; C -0.15; C -0.18

Entry ii
A cluster of 2 separate species, C7H10N2O in total. Source: the OMol25 dataset; level of theory: ωB97M-V/def2-TZVPD.

```
20
Properties=species:S:1:pos:R:3
O -1.986 -1.869 1.218
N 0.200 -1.056 1.088
N -2.991 0.232 -0.682
C -1.649 0.134 -0.997
C 0.485 1.290 0.995
C -1.121 -0.697 -1.897
C 3.363 0.558 0.341
C 0.999 0.036 0.895
C 2.349 -0.295 0.439
C -0.992 -1.301 0.982
H 1.121 2.153 0.896
H 3.270 1.599 0.611
H -0.415 1.466 1.563
H -3.202 0.654 0.211
H 2.493 -1.341 0.202
H 4.330 0.237 -0.010
H -3.494 -0.637 -0.791
H -0.082 -0.637 -2.165
H -1.689 -1.504 -2.329
H -0.989 0.978 -0.571
```

Computed properties:
SMILES: C=CC(=C)N=C=O.C=CN
HOMO energy (Ha): -0.309
Orbital gap (Ha): 0.3150

Here are the Löwdin charges for atoms 1 to 8, given in e: O 0.16; N 0.17; N 0.05; C -0.35; C 0.04; C -0.01; C 0.03; C -0.37

Most stable: entry ii. Least stable: entry i.

Entry i
An isolated molecule of C2H3ClN4. Source: the OMol25 dataset; level of theory: ωB97M-V/def2-TZVPD.

```
10
Properties=species:S:1:pos:R:3
Cl 3.401 -0.277 -0.092
N -1.670 -0.754 0.203
N 0.603 -1.056 -0.011
N -0.400 -0.244 0.061
N 1.212 1.265 0.011
C 1.804 0.126 -0.037
C -0.107 1.064 0.070
H -2.352 -0.228 -0.332
H -0.828 1.846 0.159
H -1.663 -1.742 -0.032
```

Computed properties:
SMILES: Nn1cnc(Cl)n1
HOMO energy (Ha): -0.311
Orbital gap (Ha): 0.3396

Here are the Löwdin charges for atoms 1 to 8, given in e: Cl 0.72; N 0.11; N 0.11; N -0.32; N 0.03; C -0.79; C -0.16; H 0.10

Entry ii
An isolated molecule of C2H3ClN4. Source: the OMol25 dataset; level of theory: ωB97M-V/def2-TZVPD.

```
10
Properties=species:S:1:pos:R:3
Cl 1.581 -1.547 1.537
N -1.372 -0.337 0.195
N -1.754 -0.288 -1.034
N -0.716 0.200 -1.718
N 0.355 0.418 -0.988
C 0.798 0.053 1.320
C -0.064 0.082 0.183
H 1.598 0.801 0.985
H -0.693 0.359 -2.739
H 0.267 0.258 2.258
```

Computed properties:
SMILES: ClCc1nn[nH]n1
HOMO energy (Ha): -0.400
Orbital gap (Ha): 0.4361

Here are the Löwdin charges for atoms 1 to 8, given in e: Cl 0.54; N 0.08; N 0.02; N -0.05; N 0.12; C -0.54; C -0.53; H 0.11

Most stable: entry ii. Least stable: entry i.

Entry i
A cluster of 2 separate species, C6H9N4S in total. Source: the OMol25 dataset; level of theory: ωB97M-V/def2-TZVPD.

```
20
Properties=species:S:1:pos:R:3
S -2.465 -1.123 -0.510
N -3.597 0.841 0.622
N 2.555 -0.864 0.295
N 2.093 1.604 -0.280
N 1.747 -3.123 0.151
C -3.845 -0.269 0.050
C -0.128 0.411 -0.360
C 0.667 1.439 0.038
C -1.514 0.283 -0.110
C -2.293 1.221 0.548
C 2.218 -1.939 0.299
H 2.183 -3.958 0.434
H -4.853 -0.635 0.006
H 2.747 0.837 0.053
H 0.315 2.252 0.571
H 2.064 1.889 -1.324
H 0.259 -0.391 -1.056
H -1.820 2.185 0.992
H 1.168 -3.141 -0.685
H 2.498 2.481 0.263
```

Computed properties:
Charge: +1
HOMO energy (Ha): -0.448
Orbital gap (Ha): 0.3184

Here are the Löwdin charges for atoms 1 to 8, given in e: S 1.06; N -0.01; N 0.16; N 0.11; N 0.17; C -0.45; C -0.11; C -0.11

Entry ii
A structure of composition C6H9N4S. Source: the OMol25 dataset; level of theory: ωB97M-V/def2-TZVPD.

```
20
Properties=species:S:1:pos:R:3
S -1.635 -1.245 -1.090
N -2.058 0.116 1.187
N -1.901 1.517 -0.790
N 0.936 0.186 -0.565
N 0.795 -1.067 0.001
C -1.303 -0.683 1.681
C 2.028 -1.416 0.385
C 2.925 -0.338 0.134
C -0.460 -1.674 0.205
C -2.389 0.226 -0.210
C 2.153 0.635 -0.473
H 0.174 0.448 -1.273
H 2.526 1.679 -0.764
H -2.444 2.298 -0.554
H -3.540 0.168 -0.186
H -1.900 1.503 -1.855
H 2.162 -2.323 1.007
H -0.477 -2.700 0.195
H -1.027 -0.905 2.667
H 3.978 -0.118 0.472
```

Computed properties:
Charge: +1
HOMO energy (Ha): -0.487
Orbital gap (Ha): 0.3528

Here are the Löwdin charges for atoms 1 to 8, given in e: S 0.95; N 0.02; N 0.00; N 0.08; N -0.13; C 0.04; C 0.01; C -0.01

Most stable: entry i. Least stable: entry ii.

Entry i
An isolated molecule of C6H4O. Source: the OMol25 dataset; level of theory: ωB97M-V/def2-TZVPD.

```
11
Properties=species:S:1:pos:R:3
O -0.114 -1.173 0.413
C -1.348 -1.025 -0.101
C -0.579 1.015 0.350
C 2.811 -0.010 -0.147
C 0.374 0.084 0.641
C -1.691 0.288 -0.173
C 1.784 0.146 0.465
H -0.451 2.087 0.407
H 3.618 -0.165 -0.825
H -1.826 -1.945 -0.399
H -2.579 0.697 -0.631
```

Computed properties:
SMILES: C#Cc1ccco1
HOMO energy (Ha): -0.312
Orbital gap (Ha): 0.3485

Here are the Löwdin charges for atoms 1 to 8, given in e: O 0.04; C -0.11; C -0.02; C 0.13; C -0.31; C -0.06; C -0.05; H 0.12

Entry ii
A structure of composition C6H4O. Source: the OMol25 dataset; level of theory: ωB97M-V/def2-TZVPD.

```
11
Properties=species:S:1:pos:R:3
O -0.115 -1.135 -0.157
C -1.412 -0.882 -0.020
C 3.018 -0.060 0.123
C -1.810 0.334 0.092
C 0.362 0.045 -0.126
C -0.600 1.118 -0.096
C 1.833 0.008 -0.018
H -2.970 0.569 0.321
H 4.030 -0.452 -0.063
H -2.021 -1.769 0.233
H -0.314 2.224 -0.291
```

Computed properties:
HOMO energy (Ha): -0.313
Orbital gap (Ha): 0.3512

Here are the Löwdin charges for atoms 1 to 8, given in e: O 0.10; C -0.22; C 0.10; C -0.10; C -0.36; C 0.02; C -0.04; H 0.17

Most stable: entry i. Least stable: entry ii.

Entry i
An isolated molecule of C6H4O. Source: the OMol25 dataset; level of theory: ωB97M-V/def2-TZVPD.

```
11
Properties=species:S:1:pos:R:3
O -1.920 -0.952 0.055
C -0.738 1.073 -0.008
C -1.993 0.473 0.070
C 2.915 -0.306 0.044
C 1.640 0.129 -0.144
C 0.245 0.013 -0.024
C -0.518 -1.090 -0.129
H -0.308 2.126 -0.329
H -2.858 0.892 0.102
H 3.950 -0.159 0.534
H -0.415 -2.199 -0.171
```

Computed properties:
SMILES: C#Cc1ccoc1
HOMO energy (Ha): -0.319
Orbital gap (Ha): 0.3399

Here are the Löwdin charges for atoms 1 to 8, given in e: O 0.00; C -0.02; C -0.06; C 0.11; C -0.06; C -0.32; C -0.06; H 0.16

Entry ii
An isolated molecule of C6H4O. Source: the OMol25 dataset; level of theory: ωB97M-V/def2-TZVPD.

```
11
Properties=species:S:1:pos:R:3
O 0.938 0.494 -0.626
C 1.297 -0.793 -0.726
C -1.585 2.616 0.060
C 0.623 -1.568 0.171
C -0.802 1.710 0.357
C -0.017 0.557 0.354
C -0.241 -0.687 0.871
H -1.966 2.234 -0.888
H 2.022 -1.010 -1.496
H -0.971 -0.915 1.635
H 0.701 -2.637 0.288
```

Computed properties:
SMILES: C#Cc1ccco1
HOMO energy (Ha): -0.328
Orbital gap (Ha): 0.3286

Here are the Löwdin charges for atoms 1 to 8, given in e: O 0.05; C -0.10; C 0.03; C -0.05; C -0.04; C -0.31; C 0.00; H 0.06

Most stable: entry ii. Least stable: entry i.

Entry i
An isolated molecule of C6H4O. Source: the OMol25 dataset; level of theory: ωB97M-V/def2-TZVPD.

```
11
Properties=species:S:1:pos:R:3
O -0.211 -0.544 2.817
C 0.058 -0.334 -3.308
C -0.153 0.110 1.636
C -0.625 0.051 -0.853
C -0.624 0.117 0.426
C 0.711 0.585 2.679
C -0.395 -0.106 -2.100
H 1.766 0.316 2.646
H -0.385 0.061 -4.215
H 0.444 1.460 3.264
H 0.946 -0.955 -3.406
```

Computed properties:
SMILES: C=C=C=C=C1CO1
HOMO energy (Ha): -0.310
Orbital gap (Ha): 0.3133

Here are the Löwdin charges for atoms 1 to 8, given in e: O 0.05; C 0.01; C -0.29; C -0.04; C 0.06; C -0.03; C -0.11; H 0.12

Entry ii
An isolated molecule of C6H4O. Source: the OMol25 dataset; level of theory: ωB97M-V/def2-TZVPD.

```
11
Properties=species:S:1:pos:R:3
O -0.610 0.184 1.469
C 0.271 -0.550 0.723
C -0.613 1.426 0.935
C -0.099 -1.815 0.166
C 0.260 1.522 -0.104
C -0.271 -2.470 -0.837
C 0.896 0.263 -0.178
H 0.312 2.307 -0.843
H -0.437 -2.871 -1.812
H -1.272 2.138 1.406
H 1.563 -0.134 -0.925
```

Computed properties:
SMILES: C#Cc1ccco1
HOMO energy (Ha): -0.307
Orbital gap (Ha): 0.3398

Here are the Löwdin charges for atoms 1 to 8, given in e: O 0.04; C -0.31; C -0.10; C -0.05; C -0.05; C 0.12; C -0.04; H 0.11

Entry iii
An isolated molecule of C6H4O. Source: the OMol25 dataset; level of theory: ωB97M-V/def2-TZVPD.

```
11
Properties=species:S:1:pos:R:3
O 0.952 0.892 0.458
C -0.072 -1.051 0.864
C -1.071 -0.085 0.654
C -0.375 1.179 -1.225
C -0.319 1.331 -2.493
C -0.417 1.062 0.213
C 1.126 -0.412 0.638
H 0.381 0.184 -1.439
H -0.210 -2.103 1.051
H 2.148 -0.753 0.671
H -2.143 -0.245 0.609
```

Computed properties:
HOMO energy (Ha): -0.339
Orbital gap (Ha): 0.3220

Here are the Löwdin charges for atoms 1 to 8, given in e: O -0.01; C -0.04; C -0.01; C -0.25; C 0.14; C -0.26; C -0.11; H 0.17

Most stable: entry ii. Least stable: entry iii.

Entry i
A cluster of 2 separate species, C6H4O in total. Source: the OMol25 dataset; level of theory: ωB97M-V/def2-TZVPD.

```
11
Properties=species:S:1:pos:R:3
O 0.172 -1.135 0.553
C 3.235 0.451 0.816
C -0.413 1.053 0.318
C 1.978 0.296 0.682
C 0.651 0.116 0.645
C -0.758 -1.031 -0.482
C -1.353 0.329 -0.317
H -0.335 2.121 0.461
H -2.335 0.663 -0.655
H -1.446 -1.894 -0.521
H 0.604 -0.968 -1.499
```

Computed properties:
HOMO energy (Ha): -0.363
Orbital gap (Ha): 0.2945

Here are the Löwdin charges for atoms 1 to 8, given in e: O -0.06; C 0.09; C 0.00; C -0.15; C -0.36; C -0.13; C -0.02; H 0.13

Entry ii
A structure of composition C6H4O. Source: the OMol25 dataset; level of theory: ωB97M-V/def2-TZVPD.

```
11
Properties=species:S:1:pos:R:3
O -0.856 -1.693 -1.065
C 0.260 1.023 -0.423
C -0.768 0.286 0.263
C 1.259 0.208 -1.056
C 1.707 -0.926 -0.527
C 1.136 0.121 0.469
C -1.248 -1.063 -0.110
H 1.643 0.559 1.324
H -1.471 0.870 0.876
H -1.993 -1.485 0.595
H 0.331 2.100 -0.345
```

Computed properties:
HOMO energy (Ha): -0.331
Orbital gap (Ha): 0.3121

Here are the Löwdin charges for atoms 1 to 8, given in e: O 0.05; C -0.18; C -0.02; C -0.06; C 0.10; C -0.15; C -0.26; H 0.13

Entry iii
An isolated molecule of C6H4O. Source: the OMol25 dataset; level of theory: ωB97M-V/def2-TZVPD.

```
11
Properties=species:S:1:pos:R:3
O -2.402 0.204 0.897
C 2.549 -0.230 0.250
C -2.212 -0.288 -0.416
C 1.220 0.131 0.362
C 0.045 0.408 0.419
C -1.334 0.752 0.142
C 3.700 -0.565 0.118
H -2.929 -0.008 -1.185
H 4.713 -0.881 -0.003
H -1.489 1.795 -0.134
H -1.862 -1.318 -0.450
```

Computed properties:
SMILES: C#CC#C[C@H]1CO1
HOMO energy (Ha): -0.347
Orbital gap (Ha): 0.3760

Here are the Löwdin charges for atoms 1 to 8, given in e: O -0.02; C -0.15; C -0.11; C -0.04; C 0.06; C -0.30; C 0.13; H 0.11

Entry iv
A structure of composition C6H4O. Source: the OMol25 dataset; level of theory: ωB97M-V/def2-TZVPD.

```
11
Properties=species:S:1:pos:R:3
O -4.095 -0.057 0.041
C 0.696 1.006 0.125
C -1.582 -0.108 0.122
C -0.710 -1.092 0.130
C -0.650 0.824 0.114
C 1.393 -0.204 0.135
C 0.618 -1.367 0.142
H 2.472 -0.237 0.137
H 1.173 1.969 0.123
H -4.154 0.767 -0.444
H 1.033 -2.358 0.158
```

Computed properties:
HOMO energy (alpha / beta) (Ha): -0.312 / -0.312
Orbital gap (alpha / beta) (Ha): 0.2622 / 0.2623

Here are the Löwdin charges for atoms 1 to 8, given in e: O -0.27; C -0.07; C 0.04; C 0.08; C 0.08; C -0.06; C -0.06; H 0.11

Most stable: entry iii. Least stable: entry iv.